This record from OMol25 describes an isolated molecule of CHN3O. The level of theory is ωB97M-V/def2-TZVPD.

Values from the calculation:
Spin multiplicity ... 1
Highest occupied orbital energy ... -12.192 eV
Structure (SMILES) ... c1nnon1
Calculated total energy ... -7568.013 eV
Energy above the lowest of the compared OMol25 structures with the same formula, charge and spin ... 362.86 kJ/mol
Orbital gap ... 0.4522 Eh

CARTESIAN COORDINATES (ANGSTROEM)
C 0.418 0.350 -0.480
N -0.424 -0.689 -0.746
N -0.970 -0.981 0.348
O -0.536 -0.138 1.313
N 0.395 0.700 0.757
H 1.117 0.758 -1.192

=====

This record from OMol25 describes an isolated molecule of CHN3O. The level of theory is ωB97M-V/def2-TZVPD.

Values from the calculation:
Spin multiplicity ... 1
Highest occupied orbital energy ... -11.581 eV
Structure (SMILES) ... c1nnon1
Calculated total energy ... -7567.695 eV
Energy above the lowest of the compared OMol25 structures with the same formula, charge and spin ... 393.55 kJ/mol
Orbital gap ... 0.4267 Eh

CARTESIAN COORDINATES (ANGSTROEM)
C -0.760 -0.153 -0.040
N 0.292 -1.030 -0.037
N 1.400 -0.460 0.041
O 1.056 0.949 -0.057
N -0.216 1.065 0.034
H -1.772 -0.371 0.060

=====

This record from OMol25 describes a cluster of 2 separate species, CHN3O in total. The level of theory is ωB97M-V/def2-TZVPD.

Values from the calculation:
Spin multiplicity ... 3
Highest occupied orbital energy (spin up / spin down) ... -6.448 / -12.300 eV
Calculated total energy ... -7562.294 eV
Energy above the lowest of the compared OMol25 structures with the same formula, charge and spin ... 324.05 kJ/mol
Orbital gap (spin up / spin down) ... 0.2791 / 0.3038 Eh

CARTESIAN COORDINATES (ANGSTROEM)
C 1.640 0.357 -0.063
N 1.975 -0.713 -0.001
N -1.177 0.725 0.173
N -1.613 -0.288 0.016
O -1.988 -1.373 0.010
H 1.163 1.292 -0.135

=====

This record from OMol25 describes an isolated molecule of CHN3O2. The level of theory is ωB97M-V/def2-TZVPD.

Values from the calculation:
Spin multiplicity ... 1
Highest occupied orbital energy ... -10.382 eV
Structure (SMILES) ... O=c1nn[nH]o1
Calculated total energy ... -9615.141 eV
Energy above the lowest of the compared OMol25 structures with the same formula, charge and spin ... 218.58 kJ/mol
Orbital gap ... 0.3851 Eh

CARTESIAN COORDINATES (ANGSTROEM)
O -2.009 -0.095 0.030
C -0.833 0.072 0.005
N 0.068 1.252 -0.069
N 1.258 0.732 0.080
N 1.295 -0.571 -0.043
O 0.066 -1.054 -0.019
H 2.188 -1.129 0.106

=====

This record from OMol25 describes a structure of composition CHN3O3. The level of theory is ωB97M-V/def2-TZVPD.

Values from the calculation:
Spin multiplicity ... 1
Highest occupied orbital energy (spin up / spin down) ... -10.258 / -10.253 eV
Calculated total energy ... -11656.731 eV
Energy above the lowest of the compared OMol25 structures with the same formula, charge and spin ... 492.38 kJ/mol
Orbital gap (spin up / spin down) ... 0.3266 / 0.3264 Eh

CARTESIAN COORDINATES (ANGSTROEM)
C -1.852 -0.650 0.150
N -2.039 -1.698 -0.309
N 1.192 -0.503 -0.160
N 1.140 0.652 -0.069
O 1.706 1.659 -0.073
O -0.602 1.257 -0.001
O -1.539 0.508 0.667
H 1.995 -1.225 -0.205

=====

This record from OMol25 describes a cluster of 2 separate species, CHN4O2 in total. The level of theory is ωB97M-V/def2-TZVPD.

Values from the calculation:
Spin multiplicity ... 1
Charge ... -1
Highest occupied orbital energy ... -5.083 eV
Calculated total energy ... -11103.661 eV
Energy above the lowest of the compared OMol25 structures with the same formula, charge and spin ... 587.50 kJ/mol
Orbital gap ... 0.2422 Eh

CARTESIAN COORDINATES (ANGSTROEM)
C 2.047 0.097 -1.620
N 2.122 -0.883 -2.202
N -1.279 0.817 0.520
N -0.364 1.391 -0.162
N -1.036 -0.367 1.149
O 0.096 -0.887 1.170
O -2.068 -0.866 1.650
H 0.482 0.699 -0.506

=====

This record from OMol25 describes the ion CHN4O2 with charge +1. The level of theory is ωB97M-V/def2-TZVPD.

Values from the calculation:
Spin multiplicity ... 1
Charge ... +1
Highest occupied orbital energy (spin up / spin down) ... -14.463 / -14.463 eV
Structure (SMILES) ... O=C=[NH+]/N=N/N=O
Calculated total energy ... -11093.383 eV
Energy above the lowest of the compared OMol25 structures with the same formula, charge and spin ... 0.00 kJ/mol
Orbital gap (spin up / spin down) ... 0.3114 / 0.3114 Eh

CARTESIAN COORDINATES (ANGSTROEM)
O 3.172 0.822 0.154
C 2.141 0.374 0.074
N 1.002 -0.156 -0.049
N -0.186 0.553 -0.363
N -1.256 0.090 0.097
N -2.359 -0.216 -0.113
O -3.470 -0.281 0.204
H 0.957 -1.185 -0.004

=====

This record from OMol25 describes a structure of composition CHN4S2. The level of theory is ωB97M-V/def2-TZVPD.

Values from the calculation:
Spin multiplicity ... 3
Charge ... -1
Highest occupied orbital energy (spin up / spin down) ... -3.721 / -3.708 eV
Calculated total energy ... -28681.593 eV
Energy above the lowest of the compared OMol25 structures with the same formula, charge and spin ... 0.00 kJ/mol
Orbital gap (spin up / spin down) ... 0.2720 / 0.2126 Eh

CARTESIAN COORDINATES (ANGSTROEM)
C -1.164 -0.022 0.016
N -1.107 1.289 0.135
N 0.168 1.618 0.103
N 0.055 -0.535 -0.102
N 0.874 0.521 -0.034
S 0.736 -2.733 0.001
S 2.501 0.460 -0.127
H -2.063 -0.599 0.008

=====

This record from OMol25 describes a structure of composition CHNO2S. The level of theory is ωB97M-V/def2-TZVPD.

Values from the calculation:
Spin multiplicity ... 1
Highest occupied orbital energy ... -11.025 eV
Calculated total energy ... -17469.040 eV
Energy above the lowest of the compared OMol25 structures with the same formula, charge and spin ... 302.48 kJ/mol
Orbital gap ... 0.3668 Eh

CARTESIAN COORDINATES (ANGSTROEM)
C -2.094 2.173 -0.473
N -2.774 1.496 0.262
O -0.231 -0.411 -0.237
O -2.606 -1.034 -0.648
S -2.041 -0.070 0.282
H 0.049 -0.416 -1.179

=====

This record from OMol25 describes a structure of composition CHNO2S. The level of theory is ωB97M-V/def2-TZVPD.

Values from the calculation:
Spin multiplicity ... 3
Highest occupied orbital energy (spin up / spin down) ... -7.492 / -11.084 eV
Calculated total energy ... -17466.581 eV
Energy above the lowest of the compared OMol25 structures with the same formula, charge and spin ... 505.88 kJ/mol
Orbital gap (spin up / spin down) ... 0.2780 / 0.2812 Eh

CARTESIAN COORDINATES (ANGSTROEM)
C 0.024 -0.027 0.928
N 0.022 -0.083 -0.970
O -0.777 -0.810 -1.456
O 0.892 0.592 -1.421
S 0.114 1.342 1.678
H -0.275 -1.013 1.240

=====

This record from OMol25 describes a cluster of 2 separate species, CHNO3S in total. The level of theory is ωB97M-V/def2-TZVPD.

Values from the calculation:
Spin multiplicity ... 1
Highest occupied orbital energy ... -11.042 eV
Calculated total energy ... -19520.415 eV
Energy above the lowest of the compared OMol25 structures with the same formula, charge and spin ... 13.39 kJ/mol
Orbital gap ... 0.3666 Eh

CARTESIAN COORDINATES (ANGSTROEM)
C -1.782 0.000 -0.578
N -1.562 -0.142 0.580
O -1.858 0.360 -1.686
O 1.221 -0.134 -0.043
O 3.608 0.060 0.606
S 2.441 0.564 -0.113
H -2.068 -0.710 1.234

=====

This record from OMol25 describes a cluster of 2 separate species, CHNO4 in total. The level of theory is ωB97M-V/def2-TZVPD.

Values from the calculation:
Spin multiplicity ... 1
Highest occupied orbital energy (spin up / spin down) ... -9.807 / -9.761 eV
Calculated total energy ... -10724.615 eV
Energy above the lowest of the compared OMol25 structures with the same formula, charge and spin ... 631.55 kJ/mol
Orbital gap (spin up / spin down) ... 0.3054 / 0.2885 Eh

CARTESIAN COORDINATES (ANGSTROEM)
C 1.549 0.008 -0.151
N 0.475 -0.497 0.154
O 2.653 0.391 -0.110
O -0.373 -1.287 -0.167
O -1.770 0.525 -0.171
O -0.579 1.112 0.024
H -1.953 -0.253 0.420

=====

This record from OMol25 describes the ion CHNO5S with charge -2. The level of theory is ωB97M-V/def2-TZVPD.

Values from the calculation:
Spin multiplicity ... 1
Charge ... -2
Highest occupied orbital energy ... 0.385 eV
Structure (SMILES) ... O=[N+]([O-])C=S(=O)([O-])[O-]
Calculated total energy ... -23611.176 eV
Energy above the lowest of the compared OMol25 structures with the same formula, charge and spin ... 112.65 kJ/mol
Orbital gap ... 0.2247 Eh

CARTESIAN COORDINATES (ANGSTROEM)
O -0.543 -0.645 2.701
N 0.123 -0.678 1.578
O 1.205 -1.431 1.561
C -0.189 0.179 0.632
S 0.127 0.461 -1.541
O 1.407 -0.162 -1.919
O 0.076 1.880 -1.662
O -1.034 -0.137 -2.096
H -1.172 0.533 0.745

=====

This record from OMol25 describes a structure of composition CHNOS. The level of theory is ωB97M-V/def2-TZVPD.

Values from the calculation:
Spin multiplicity ... 1
Highest occupied orbital energy (spin up / spin down) ... -9.488 / -9.487 eV
Calculated total energy ... -15421.221 eV
Energy above the lowest of the compared OMol25 structures with the same formula, charge and spin ... 291.41 kJ/mol
Orbital gap (spin up / spin down) ... 0.2668 / 0.2667 Eh

CARTESIAN COORDINATES (ANGSTROEM)
C 1.782 1.862 1.151
N 0.946 1.092 0.713
O -0.486 0.141 0.609
S 2.976 2.885 1.227
H -0.402 -0.386 -0.221

=====

This record from OMol25 describes a cluster of 2 separate species, CHNOS in total. The level of theory is ωB97M-V/def2-TZVPD.

Values from the calculation:
Spin multiplicity ... 3
Highest occupied orbital energy (spin up / spin down) ... -10.020 / -9.940 eV
Calculated total energy ... -15418.758 eV
Energy above the lowest of the compared OMol25 structures with the same formula, charge and spin ... 449.65 kJ/mol
Orbital gap (spin up / spin down) ... 0.3725 / 0.2687 Eh

CARTESIAN COORDINATES (ANGSTROEM)
C -1.512 -0.896 -1.902
N -0.414 -0.216 -1.813
O -1.631 0.437 -2.179
S -2.390 -2.241 -1.581
H 0.616 -0.246 0.421

=====

This record from OMol25 describes an isolated molecule of CHNS4. The level of theory is ωB97M-V/def2-TZVPD.

Values from the calculation:
Spin multiplicity ... 1
Highest occupied orbital energy ... -8.957 eV
Calculated total energy ... -45880.226 eV
Energy above the lowest of the compared OMol25 structures with the same formula, charge and spin ... 318.25 kJ/mol
Orbital gap ... 0.2663 Eh

CARTESIAN COORDINATES (ANGSTROEM)
C 0.036 -2.219 -0.907
N 1.070 -1.662 -1.378
S -0.669 -3.532 -0.522
S 1.375 -0.010 -1.583
S 2.566 -1.783 -2.152
S -0.741 0.020 -0.302
H -0.191 -0.478 0.819

=====

This record from OMol25 describes a structure of composition CHO2Sc. The level of theory is ωB97M-V/def2-TZVPD.

Values from the calculation:
Spin multiplicity ... 1
Charge ... +2
Highest occupied orbital energy (spin up / spin down) ... -21.930 / -19.848 eV
Calculated total energy ... -25825.136 eV
Energy above the lowest of the compared OMol25 structures with the same formula, charge and spin ... 37.84 kJ/mol
Orbital gap (spin up / spin down) ... 0.3704 / 0.2243 Eh

CARTESIAN COORDINATES (ANGSTROEM)
H -0.648 -1.389 0.303
O -0.201 1.342 0.055
O 0.046 -0.766 -0.154
C -0.865 0.310 -0.190
Sc 1.668 0.503 -0.015

=====

This record from OMol25 describes a structure of composition CHO3Rb. The level of theory is ωB97M-V/def2-TZVPD.

Values from the calculation:
Spin multiplicity ... 1
Highest occupied orbital energy ... -6.126 eV
Calculated total energy ... -7848.364 eV
Energy above the lowest of the compared OMol25 structures with the same formula, charge and spin ... 354.70 kJ/mol
Orbital gap ... 0.1478 Eh

CARTESIAN COORDINATES (ANGSTROEM)
Rb -3.062 -3.868 0.209
O 1.372 1.567 -0.133
C 0.687 0.493 0.093
O -0.418 0.528 -0.484
O 0.915 -0.398 0.848
H 0.506 1.676 -0.533

=====

This record from OMol25 describes a structure of composition CHO3Yb. The level of theory is ωB97M-V/def2-TZVPD.

Values from the calculation:
Spin multiplicity ... 2
Charge ... +2
Highest occupied orbital energy (spin up / spin down) ... -21.702 / -20.981 eV
Calculated total energy ... -38703.498 eV
Energy above the lowest of the compared OMol25 structures with the same formula, charge and spin ... 0.00 kJ/mol
Orbital gap (spin up / spin down) ... 0.3745 / 0.2348 Eh

CARTESIAN COORDINATES (ANGSTROEM)
O -1.393 -0.468 0.357
C -0.298 0.234 0.258
O 0.065 0.344 -0.979
O 0.672 0.050 1.058
H -1.186 -1.237 -0.343
Yb 2.140 1.077 -0.351

=====

This record from OMol25 describes a cluster of 3 separate species, CHO6S in total. The level of theory is ωB97M-V/def2-TZVPD.

Values from the calculation:
Spin multiplicity ... 1
Charge ... -1
Highest occupied orbital energy (spin up / spin down) ... -3.645 / -2.368 eV
Calculated total energy ... -24170.956 eV
Energy above the lowest of the compared OMol25 structures with the same formula, charge and spin ... 481.60 kJ/mol
Orbital gap (spin up / spin down) ... 0.2508 / 0.1879 Eh

CARTESIAN COORDINATES (ANGSTROEM)
C -0.634 -2.525 -0.807
O -1.467 -2.619 -0.053
O 0.112 -2.754 -1.629
O 0.061 -0.400 -0.493
O 1.867 -0.090 1.084
O -0.199 2.303 1.028
O -0.463 3.700 0.783
S 1.228 0.380 -0.097
H -0.504 2.006 0.184